<a>
The following is a DFT calculation (ωB97M-V/def2-TZVPD) of C6H22HgO7 as an isolated structure.

```
! RIJCOSX wB97M-V def2-TZVPD def2/J DEFGRID3
* xyz 0 1
C -0.78 -3.21 1.41
O -0.69 2.04 -1.80
H 0.74 2.85 1.13
Hg -0.06 0.25 -0.31
H 3.34 2.80 -1.60
H 1.85 1.90 1.60
O -2.01 -2.80 0.92
O -1.76 -0.16 1.20
C 0.40 -3.06 0.46
H 4.20 1.16 -1.60
H -0.43 -2.86 2.39
H -0.95 1.28 2.49
H -1.64 -0.16 3.20
H -1.17 -1.26 -2.75
H 4.19 2.17 -3.01
H -2.99 2.06 3.43
H -1.51 -2.23 -1.60
H 1.22 -3.69 0.80
O 1.03 1.93 1.08
O 1.74 0.28 -1.68
O 0.94 -1.70 0.47
H -1.22 2.85 -1.90
C 3.59 1.89 -2.14
H 1.71 -1.79 -0.10
H -0.44 1.79 -2.70
C -1.78 0.57 2.39
H -0.81 -4.29 1.59
H -3.14 2.05 1.72
C -3.06 1.37 2.58
O -1.20 -1.33 -1.79
H 1.59 1.92 -2.94
C 2.30 1.16 -2.58
H 2.64 0.58 -3.46
H -3.95 0.76 2.71
H 0.14 -3.31 -0.57
H -2.04 -1.80 0.96
*
```

Gap between HOMO and LUMO (eV): 7.98
E_LUMO (eV): -0.1

=====

<b>
The following is a DFT calculation (ωB97M-V/def2-TZVPD) of C6H22HgO7 as an isolated structure.

```
! RIJCOSX wB97M-V def2-TZVPD def2/J DEFGRID3
* xyz 0 1
H -1.38 1.91 1.17
O 2.10 -1.39 0.56
H 4.76 -2.10 1.08
H 1.91 1.61 1.48
H -1.71 -0.32 -1.62
H -0.48 -1.02 3.27
H -2.94 1.09 1.61
H -2.53 2.61 -1.02
H -2.87 3.47 0.51
O -0.93 -2.61 -0.40
H -1.88 0.86 -3.75
H 2.72 -2.66 2.03
H 4.75 -1.26 2.67
C 0.01 1.05 -2.77
H -1.62 -2.60 -1.08
C 2.80 -1.59 1.75
O 0.79 0.29 -1.84
H -1.65 -1.98 3.07
O -1.75 -0.72 -2.52
O -0.83 -1.69 2.66
C -1.09 0.19 -3.39
H -0.85 -3.54 -0.14
H 1.70 0.57 -1.92
Hg -0.01 -0.64 0.64
H 2.28 -1.07 2.57
C -2.29 1.43 0.79
H 0.59 1.48 -3.59
H -0.47 1.84 -2.17
H -0.66 -0.37 -4.22
H -4.04 2.37 -0.12
O -2.01 0.25 0.08
H 4.40 -0.33 1.18
O 1.07 1.41 1.04
C 4.31 -1.30 1.67
C -2.97 2.52 -0.02
H 0.76 2.26 0.70
*
```

Gap between HOMO and LUMO (eV): 7.89
E_LUMO (eV): -0.1

=====

Least stable structure: <b>

=====

<a>
The following is a DFT calculation (ωB97M-V/def2-TZVPD) of C5H8N4O4S2 in the gas phase.

```
! RIJCOSX wB97M-V def2-TZVPD def2/J DEFGRID3
* xyz 0 1
H 2.07 0.19 -2.00
C 0.11 0.48 -1.21
H -1.95 -1.26 3.59
S -1.54 1.36 -1.44
C 1.68 2.33 -2.07
H 0.90 3.05 -1.93
O 1.47 -2.66 0.43
O 0.46 -2.38 2.35
C 1.13 0.93 -2.21
S -0.79 -0.04 2.01
N -1.91 -1.02 2.59
H 1.99 -3.38 0.80
H 2.32 2.74 -2.98
H 0.64 0.78 -3.20
N 0.43 -0.44 -0.44
N -3.72 -0.19 -0.65
O -1.43 0.99 1.27
O 0.06 0.34 3.15
H 2.53 2.29 -1.30
N 0.68 -1.93 1.27
H -2.46 -1.75 2.16
C 0.15 -0.86 0.80
C -2.81 0.43 -0.99
*
```

Gap between HOMO and LUMO (alpha / beta) (eV): 8.26 / 8.26
E_LUMO (alpha / beta) (eV): -0.6 / -0.6

=====

<b>
The following is a DFT calculation (ωB97M-V/def2-TZVPD) of C5H8N4O4S2 in the gas phase.

```
! RIJCOSX wB97M-V def2-TZVPD def2/J DEFGRID3
* xyz 0 1
S -0.04 -1.27 -0.88
H 0.42 1.99 0.78
H -0.83 2.65 -1.19
H 0.34 1.46 -1.84
O -2.67 -2.51 -0.36
N 2.63 -3.43 -0.53
S -1.45 -2.24 0.34
C 2.86 -2.32 -0.25
H 0.29 -3.70 0.68
H -0.94 0.88 0.62
C 3.04 -0.96 0.14
N 4.31 -0.37 0.21
H -1.41 1.17 -1.47
N -0.70 -3.71 0.64
N 2.05 -0.02 0.42
C 0.81 0.04 0.17
H 3.42 1.00 1.08
C -0.53 1.67 -1.16
C -0.04 1.25 0.27
H -0.94 -4.25 -0.17
O 5.37 -0.83 -0.04
O -1.47 -1.62 1.58
O 4.35 0.93 0.78
*
```

Gap between HOMO and LUMO (alpha / beta) (eV): 8.33 / 8.32
E_LUMO (alpha / beta) (eV): -1.2 / -1.2

=====

Least stable structure: <a>

=====

<a>
The following is a DFT calculation (ωB97M-V/def2-TZVPD) of a 2-piece molecular cluster, C6H9N3O2 overall.

```
! RIJCOSX wB97M-V def2-TZVPD def2/J DEFGRID3
* xyz 0 1
C -0.67 0.72 0.59
H 1.03 2.59 1.38
H -0.93 0.96 2.75
O -0.21 3.55 -0.94
C 0.31 0.59 -0.42
H -0.05 -2.80 -1.32
H 1.28 -2.07 -0.37
N 1.59 0.33 0.08
H -1.76 0.36 0.33
O -1.06 2.17 -2.56
C 0.21 -1.94 -0.73
H -0.41 -1.88 0.12
N 2.02 0.84 1.09
H -0.80 -0.77 -1.98
C -0.57 2.82 -1.74
H 0.86 -0.38 -2.08
N 0.03 -0.59 -1.42
C -0.32 1.08 1.84
C 1.10 1.56 1.98
H 1.59 1.52 2.99
*
```

Gap between HOMO and LUMO (eV): 7.19
E_LUMO (eV): 0.3

=====

<b>
The following is a DFT calculation (ωB97M-V/def2-TZVPD) of a 2-piece molecular cluster, C6H9N3O2 overall.

```
! RIJCOSX wB97M-V def2-TZVPD def2/J DEFGRID3
* xyz 0 1
H 0.04 -1.10 -2.07
H -2.19 -0.32 1.17
H -1.40 0.03 -2.11
C -1.36 -1.02 1.02
H -0.70 -0.87 1.94
N 2.82 0.43 -0.44
O -1.59 2.11 0.98
C 1.44 0.08 1.26
H 3.49 0.72 1.62
H 1.08 0.14 2.23
C -0.85 -0.69 -1.54
C -0.59 -0.32 -0.18
N -1.57 1.56 -0.09
H 1.46 0.26 -2.01
C 2.69 0.42 0.89
O -1.88 1.92 -1.19
H -1.65 -2.12 0.98
H -1.55 -1.51 -1.58
N 0.70 0.00 0.06
C 1.60 0.27 -0.94
*
```

Gap between HOMO and LUMO (alpha / beta) (eV): 8.44 / 8.44
E_LUMO (alpha / beta) (eV): -0.4 / -0.4

=====

Least stable structure: <b>

=====

<a>
The following is a DFT calculation (ωB97M-V/def2-TZVPD) of C2H3O2Sr as an isolated structure.

```
! RIJCOSX wB97M-V def2-TZVPD def2/J DEFGRID3
* xyz 1 1
O -1.23 -0.19 1.14
H 2.05 -0.25 -0.30
C -1.07 0.18 -0.13
O 1.21 -0.15 0.15
H -1.94 0.54 -0.68
H 0.31 0.21 -1.77
C 0.15 0.27 -0.69
Sr 0.51 -0.61 2.27
*
```

Gap between HOMO and LUMO (eV): 6.86
E_LUMO (eV): -4.9

=====

<b>
The following is a DFT calculation (ωB97M-V/def2-TZVPD) of C2H3O2Sr as an isolated structure.

```
! RIJCOSX wB97M-V def2-TZVPD def2/J DEFGRID3
* xyz 1 1
C 0.62 0.08 0.52
H -0.95 0.01 0.06
O -2.34 -0.02 -2.16
H 0.16 0.96 1.02
Sr 3.15 -0.77 1.60
C -1.56 0.36 -1.38
H -0.01 0.35 -0.93
O 0.93 -0.97 1.26
*
```

Gap between HOMO and LUMO (alpha / beta) (eV): 4.87 / 4.88
E_LUMO (alpha / beta) (eV): -5.7 / -5.8

=====

Least stable structure: <b>

=====

<a>
The following is a DFT calculation (ωB97M-V/def2-TZVPD) of C24H36N2O4 in the gas phase.

```
! RIJCOSX wB97M-V def2-TZVPD def2/J DEFGRID3
* xyz 0 1
H -5.74 1.07 -1.99
C -0.45 -0.17 0.93
H -6.99 -0.36 0.41
C 0.50 0.74 0.48
H -7.12 -6.09 -2.31
H -5.87 1.72 -0.35
C -1.20 1.75 -0.91
C 8.17 -0.54 2.33
H 8.66 1.63 -0.19
C -1.76 -0.12 0.49
H 6.46 0.73 0.08
C 4.73 2.51 1.01
C -6.93 -0.14 -0.66
C 1.75 2.86 1.91
H 8.61 -0.08 3.22
O -7.24 -4.09 -2.34
C -4.44 0.12 -0.58
C 0.11 1.70 -0.46
H 3.99 1.90 2.95
H -6.40 -5.34 -3.76
H -4.30 -0.97 -2.42
H 6.09 -0.76 1.77
H -8.18 -5.44 -3.59
C 8.41 1.27 0.81
C 8.96 -0.12 1.10
H 4.40 3.55 1.12
N -6.77 -1.38 -1.39
C -7.38 -2.96 -3.18
C 1.92 0.60 0.91
H -4.42 -0.08 0.50
C 6.90 1.11 1.01
C -2.15 0.85 -0.43
H -5.58 -2.31 0.02
H 8.75 -0.78 0.27
C -5.55 -2.08 -1.05
H 6.38 2.69 2.39
H 6.72 3.23 0.75
O -8.57 -0.96 -2.67
N 2.47 1.67 1.54
H 8.16 -1.62 2.48
H 4.18 0.57 1.78
H -1.51 2.48 -1.63
C -7.63 -1.68 -2.38
H 4.58 2.22 -0.03
C 3.88 1.61 1.90
H 8.80 1.98 1.54
H -6.49 -2.83 -3.81
H -5.50 -3.02 -1.59
O -3.40 1.01 -0.93
C 6.23 2.45 1.34
H -3.42 -1.73 -1.09
H 0.68 2.66 1.93
H -7.87 0.31 -0.98
H -0.14 -0.93 1.63
H 10.04 -0.11 1.27
C -5.76 0.80 -0.93
H -8.25 -3.09 -3.84
C 6.76 0.03 2.10
H 0.83 2.40 -0.85
O 2.54 -0.43 0.70
H 6.36 0.45 3.02
H 1.94 3.68 1.22
C -4.34 -1.20 -1.35
H -2.46 -0.84 0.88
C -7.24 -5.30 -3.05
H 2.07 3.17 2.91
*
```

Gap between HOMO and LUMO (eV): 9.24
E_LUMO (eV): 0.7

=====

<b>
The following is a DFT calculation (ωB97M-V/def2-TZVPD) of C24H36N2O4 in the gas phase.

```
! RIJCOSX wB97M-V def2-TZVPD def2/J DEFGRID3
* xyz 0 1
H -4.79 -4.28 -1.71
C -3.15 -4.11 -3.86
C -0.46 -1.09 1.24
H 2.03 3.23 5.10
H 2.46 0.81 4.64
H 0.84 3.26 3.79
H 5.77 4.51 3.22
H 1.49 -0.37 2.90
C -3.59 -2.67 -0.24
H -4.20 -3.85 -4.06
C 1.75 2.78 4.15
H -0.45 -1.08 -2.50
O -4.71 -2.29 -0.53
C -1.28 -1.90 0.46
H -4.07 -5.69 -0.90
H 5.22 3.25 2.10
H -2.07 -5.41 -2.52
H 0.83 2.30 1.62
C -2.41 -0.17 2.29
C 2.92 2.14 2.07
N -3.10 -3.87 -0.64
C -3.85 -4.78 -1.47
C -3.11 -5.17 -2.76
O 3.73 4.78 0.61
C 4.94 4.17 2.60
H 4.19 6.16 -0.87
H 4.23 6.14 2.09
H -0.81 -2.54 -0.27
H -3.43 -1.26 -4.67
C 4.65 5.26 1.57
H -2.79 -2.37 -2.64
C 3.33 5.77 -0.30
C -2.39 -2.82 -3.55
H -2.41 -2.31 -5.64
C -2.49 -1.80 -4.68
H -4.29 -0.91 1.59
C -0.88 -2.99 -3.40
H 0.76 1.09 5.05
H 0.69 -1.52 -3.78
C -0.36 -1.56 -3.48
C 1.09 0.65 2.97
H 3.23 2.72 1.20
C 1.56 1.51 1.79
H 2.63 5.29 -0.99
C -1.02 -0.22 2.17
H -2.74 -4.55 -4.77
H -1.60 0.11 -4.11
C -3.21 -0.96 1.51
H 0.61 -1.15 1.09
H 3.66 1.34 2.25
H 5.58 5.56 1.07
H -2.19 -4.17 -0.33
H 1.63 0.92 0.88
H -0.77 -0.69 -5.44
H 2.83 6.60 0.20
H -0.49 -3.59 -4.23
C 1.54 1.28 4.30
C 3.74 3.98 3.53
N 2.85 3.02 3.23
O 3.62 4.69 4.51
O -0.33 0.59 3.01
C -2.66 -1.85 0.59
H -0.59 -3.48 -2.47
H -3.57 -6.08 -3.15
C -1.28 -0.86 -4.49
H -2.83 0.51 3.02
*
```

Gap between HOMO and LUMO (eV): 9.23
E_LUMO (eV): 0.5

=====

Least stable structure: <a>

=====

<a>
The following is a DFT calculation (ωB97M-V/def2-TZVPD) of a 2-piece molecular cluster, C6H12NO overall.

```
! RIJCOSX wB97M-V def2-TZVPD def2/J DEFGRID3
* xyz 1 1
H -5.38 0.33 1.24
H 1.76 -1.75 -0.23
H -5.75 0.91 -0.23
C 2.25 -0.80 -0.41
C 3.97 0.03 1.13
C -0.09 0.25 -0.47
N -6.07 0.87 0.73
C 1.08 0.05 -1.19
H 3.00 -0.90 -1.19
H -6.01 1.80 1.12
C -1.23 -0.69 -0.55
H 4.75 -0.44 0.53
H -1.21 -1.48 -1.32
O -2.18 -0.59 0.18
H -0.29 1.20 0.04
H 0.85 -0.58 -2.06
C 2.70 -0.12 0.83
H 1.95 0.29 1.50
H 1.50 0.98 -1.60
H 4.41 0.63 1.92
*
```

Gap between HOMO and LUMO (eV): 3.87
E_LUMO (eV): -8.3

=====

<b>
The following is a DFT calculation (ωB97M-V/def2-TZVPD) of a 2-piece molecular cluster, C6H12NO overall.

```
! RIJCOSX wB97M-V def2-TZVPD def2/J DEFGRID3
* xyz 1 1
C 0.07 -0.49 0.18
N 1.13 0.53 0.33
H 0.82 1.23 -1.51
H 3.19 0.26 0.91
O 1.56 -2.29 -0.57
H 0.61 1.36 0.66
H 2.48 1.49 -1.10
H -3.34 -0.25 -1.01
C 1.63 0.74 -1.08
H -4.32 0.05 0.51
C 2.15 0.05 1.28
H 2.24 -0.98 1.59
C -3.69 -0.61 -0.08
C 0.48 -1.90 -0.22
H 2.03 0.69 2.27
H 1.93 -0.23 -1.50
H -3.54 -1.58 0.13
H -1.60 0.81 0.16
C -1.29 -0.16 0.20
H -0.38 -2.50 0.16
*
```

Gap between HOMO and LUMO (alpha / beta) (eV): 8.30 / 9.05
E_LUMO (alpha / beta) (eV): -5.2 / -4.7

=====

<c>
The following is a DFT calculation (ωB97M-V/def2-TZVPD) of a 2-piece molecular cluster, C6H12NO overall.

```
! RIJCOSX wB97M-V def2-TZVPD def2/J DEFGRID3
* xyz 1 1
C -1.90 -0.95 -0.16
C -2.03 -0.17 1.17
N -1.01 1.43 -0.70
C -1.01 0.13 0.08
H -0.23 2.00 -0.41
C 1.44 0.08 0.13
H 3.10 -0.84 0.93
H 1.41 1.61 1.24
H 1.41 -1.04 -1.68
H -2.77 0.59 1.25
H -1.81 2.16 -0.48
O 1.37 1.44 0.33
H 2.96 -0.28 -1.38
H -1.36 -1.92 -0.27
H -0.83 1.14 -1.70
H -1.86 -0.77 2.04
H -2.77 -0.93 -0.82
C 2.13 -1.09 0.50
C 2.10 -0.68 -0.93
H 1.67 -1.90 0.88
*
```

Gap between HOMO and LUMO (alpha / beta) (eV): 8.55 / 8.55
E_LUMO (alpha / beta) (eV): -3.8 / -3.8

=====

<d>
The following is a DFT calculation (ωB97M-V/def2-TZVPD) of a 3-piece molecular cluster, C6H12NO overall.

```
! RIJCOSX wB97M-V def2-TZVPD def2/J DEFGRID3
* xyz 1 1
H 0.88 2.53 3.01
H -0.72 -2.84 -1.28
O -2.48 -0.82 -0.11
C 0.37 1.23 1.56
N -0.35 0.52 0.99
C -1.46 -2.58 -2.07
H 2.38 2.27 0.17
H -1.06 -1.87 0.86
H 3.24 1.53 1.58
H 0.56 3.27 1.53
H -2.13 -0.68 1.99
C 1.07 2.41 1.92
C 2.54 2.33 1.31
C -1.89 -1.13 0.93
H -2.46 -3.21 -1.96
H -2.40 -1.35 -0.99
H 2.97 3.27 1.48
H -1.64 -1.62 -3.93
C -1.09 -1.82 -3.07
H -0.06 -1.40 -3.17
*
```

Gap between HOMO and LUMO (eV): 10.20
E_LUMO (eV): -4.5

=====

Least stable structure: <b>

=====

<a>
The following is a DFT calculation (ωB97M-V/def2-TZVPD) of an isolated ion of composition CH2BrO2S and charge -1.

```
! RIJCOSX wB97M-V def2-TZVPD def2/J DEFGRID3
* xyz -1 1
Br 0.36 0.31 -2.28
H -0.02 -1.53 -0.48
C -0.35 -0.50 -0.45
O 1.61 0.15 1.32
H -1.43 -0.41 -0.56
O -0.31 1.69 1.16
S 0.14 0.29 1.27
*
```

Gap between HOMO and LUMO (eV): 7.13
E_LUMO (eV): 3.5

=====

<b>
The following is a DFT calculation (ωB97M-V/def2-TZVPD) of CH2BrO2S as an isolated structure.

```
! RIJCOSX wB97M-V def2-TZVPD def2/J DEFGRID3
* xyz -1 1
S -0.64 -1.04 0.22
O 0.50 -1.86 0.66
O -1.19 -1.38 -1.09
H 2.58 0.95 -1.21
Br -1.55 1.81 -0.01
H 0.39 0.88 1.19
C -0.08 0.65 0.24
*
```

Gap between HOMO and LUMO (alpha / beta) (eV): 6.32 / 7.09
E_LUMO (alpha / beta) (eV): 3.1 / 3.4

=====

Least stable structure: <b>

=====

<a>
The following is a DFT calculation (ωB97M-V/def2-TZVPD) of C2H4FNO in the gas phase.

```
! RIJCOSX wB97M-V def2-TZVPD def2/J DEFGRID3
* xyz 0 1
C 1.42 0.88 0.74
F -0.93 0.99 0.11
O 2.60 -0.38 -0.89
H 2.07 1.63 1.33
C 0.23 1.76 -0.03
H 0.55 1.88 -1.09
N 2.43 -0.23 0.29
H 0.19 2.67 0.52
H 0.80 0.30 1.39
*
```

Gap between HOMO and LUMO (eV): 9.30
E_LUMO (eV): -0.1

=====

<b>
The following is a DFT calculation (ωB97M-V/def2-TZVPD) of C2H4FNO as an isolated structure.

```
! RIJCOSX wB97M-V def2-TZVPD def2/J DEFGRID3
* xyz 0 1
H 0.71 -0.81 1.38
C 0.65 -0.77 0.20
H 0.50 1.65 -0.46
C -0.65 -0.01 -0.09
F 1.85 0.00 -0.20
H -1.18 1.71 -0.67
H 0.35 -1.77 -0.43
N -0.39 1.25 0.31
O -1.79 -0.61 -0.11
*
```

Gap between HOMO and LUMO (eV): 10.76
E_LUMO (eV): 0.2

=====

Least stable structure: <b>

=====

<a>
The following is a DFT calculation (ωB97M-V/def2-TZVPD) of an isolated ion of composition CH3N2O and charge +1.

```
! RIJCOSX wB97M-V def2-TZVPD def2/J DEFGRID3
* xyz 1 1
N -1.27 -0.05 -0.12
O -0.07 -1.69 0.17
C -0.81 1.04 -0.16
H -0.78 1.72 0.85
H 0.10 -2.67 0.13
H -0.69 1.48 -1.17
N -1.30 -1.21 0.18
*
```

Gap between HOMO and LUMO (eV): 11.58
E_LUMO (eV): -6.2

=====

<b>
The following is a DFT calculation (ωB97M-V/def2-TZVPD) of a 2-piece molecular cluster, CH3N2O overall.

```
! RIJCOSX wB97M-V def2-TZVPD def2/J DEFGRID3
* xyz 1 1
N -3.75 -0.02 -0.01
N -2.68 0.19 0.15
H 0.31 1.49 0.68
C 0.00 -0.14 -0.32
O 0.23 1.07 -0.21
H -0.08 -0.83 0.53
H -0.08 -0.53 -1.34
*
```

Gap between HOMO and LUMO (eV): 12.13
E_LUMO (eV): -7.0

=====

Least stable structure: <a>

=====

<a>
The following is a DFT calculation (ωB97M-V/def2-TZVPD) of an isolated ion of composition C3H4NO and charge +1.

```
! RIJCOSX wB97M-V def2-TZVPD def2/J DEFGRID3
* xyz 1 1
H 0.68 1.24 -0.95
H 1.57 -0.46 0.26
H -0.17 -2.32 -0.05
N 0.62 -0.38 0.11
H 0.47 1.65 0.67
O -1.25 0.92 -0.01
C 0.14 1.00 -0.02
C -0.42 -1.19 -0.05
C -1.64 -0.46 0.05
*
```

Gap between HOMO and LUMO (alpha / beta) (eV): 7.49 / 7.43
E_LUMO (alpha / beta) (eV): -7.8 / -7.8

=====

<b>
The following is a DFT calculation (ωB97M-V/def2-TZVPD) of a 2-piece molecular cluster, C3H4NO overall.

```
! RIJCOSX wB97M-V def2-TZVPD def2/J DEFGRID3
* xyz 1 1
H 2.57 1.38 0.04
N -0.69 -0.04 -0.05
H -2.16 -1.32 0.44
H -2.45 -0.34 -1.01
O 3.83 -0.40 0.02
C 3.07 0.42 0.02
C -2.04 -0.33 0.00
H -2.56 0.41 0.60
C 0.43 0.22 -0.06
*
```

Gap between HOMO and LUMO (eV): 10.25
E_LUMO (eV): -6.1

=====

<c>
The following is a DFT calculation (ωB97M-V/def2-TZVPD) of C3H4NO as an isolated structure.

```
! RIJCOSX wB97M-V def2-TZVPD def2/J DEFGRID3
* xyz 1 1
H -0.01 -1.58 0.70
C -0.26 -0.77 0.01
C 0.90 0.29 -0.02
C -0.18 1.21 -0.20
N -1.37 1.28 0.15
O -1.70 -0.03 0.40
H 1.53 0.21 -0.89
H -0.43 -1.07 -1.04
H 1.52 0.47 0.90
*
```

Gap between HOMO and LUMO (eV): 8.56
E_LUMO (eV): -8.3

=====

Least stable structure: <c>

=====

<a>
The following is a DFT calculation (ωB97M-V/def2-TZVPD) of C3H4NO as an isolated structure.

```
! RIJCOSX wB97M-V def2-TZVPD def2/J DEFGRID3
* xyz 1 1
N -0.82 -1.08 0.73
H 1.54 0.09 -0.34
O 0.26 -1.11 -1.40
H 0.45 1.07 -1.27
C -0.41 0.32 0.68
C 0.56 0.41 -0.45
H 0.13 0.72 1.53
C -0.30 -1.29 -0.33
H -1.40 0.86 0.84
*
```

Gap between HOMO and LUMO (eV): 10.08
E_LUMO (eV): -6.9

=====

<b>
The following is a DFT calculation (ωB97M-V/def2-TZVPD) of C3H4NO as an isolated structure.

```
! RIJCOSX wB97M-V def2-TZVPD def2/J DEFGRID3
* xyz 1 1
H -1.17 -0.90 0.80
C 0.29 -0.85 -1.06
N -0.84 -0.87 -1.41
H 1.13 0.44 1.44
C -0.83 -0.01 0.12
O 1.41 -0.54 -0.53
H 0.89 1.52 0.13
C 0.73 0.45 0.34
H -1.61 0.77 0.16
*
```

Gap between HOMO and LUMO (eV): 11.25
E_LUMO (eV): -6.2

=====

Least stable structure: <a>